Model 1:
Density functional theory data (ωB97M-V with the def2-TZVPD basis set) for one molecule with the formula C10H10N2S.

The LUMO energy comes out at 0.0306 hartree.

Last column: Mulliken charge in e.
CARTESIAN COORDINATES (ANGSTROEM)
S 3.3139 -1.4079 1.3995  -0.38
C 3.0524 -0.1849 0.4516  0.02
N 3.5997 1.0777 0.3148  -0.06
C 2.9536 1.8689 -0.6945  -0.71
C 1.9403 1.1463 -1.2258  0.13
N 1.8984 -0.0386 -0.7306  0.14
C 0.9300 -1.1374 -0.9105  -1.25
C -0.3383 -0.8859 -0.2653  0.93
C -0.4805 -0.6873 1.0836  -0.05
C -1.6686 -0.4848 1.7944  -1.00
C -2.8184 -0.5541 1.0703  -0.36
C -2.7133 -0.6300 -0.2971  -0.41
C -1.5132 -0.7251 -1.0171  -0.38
H 4.3524 1.5252 0.9021  0.25
H 3.0964 2.9356 -0.9690  0.33
H 1.1628 1.3135 -1.9926  0.39
H 1.3547 -2.0702 -0.4382  0.28
H 0.8400 -1.3490 -2.0354  0.41
H 0.3681 -0.4771 1.5793  0.35
H -1.6928 -0.3569 2.7747  0.56
H -3.8350 -0.6212 1.5671  0.30
H -3.5414 -0.7392 -0.9983  0.29
H -1.5318 -0.7237 -2.1638  0.23

***

Model 2:
Density functional theory data (ωB97M-V with the def2-TZVPD basis set) for C10H10N2S as an isolated structure.

The LUMO energy (alpha / beta) comes out at -0.0606 / -0.0449 hartree.

Last column: Mulliken charge in e.
CARTESIAN COORDINATES (ANGSTROEM)
C -3.6223 1.2462 1.8998  0.21
C 2.3231 -1.5787 0.7487  -0.45
C 1.9589 -1.3387 2.1585  -0.84
C 1.5566 -1.2845 -0.3774  -0.55
C 0.7664 -0.5460 2.2993  -0.13
C 0.3394 -0.5658 -0.1827  0.66
C 0.1139 -0.0876 1.1365  0.29
C -2.3417 0.8311 2.0287  -0.32
C -0.1606 1.6485 -2.8338  -1.07
C -0.1107 0.0444 -2.4598  -0.39
N -4.7509 1.4729 1.8961  -0.43
N -0.5331 -0.1446 -1.0548  -0.47
S -1.1896 1.0641 0.7652  0.14
H 3.2705 -2.2291 0.5652  0.20
H 2.4383 -1.8176 2.9383  0.48
H 1.9757 -1.5716 -1.3024  0.44
H 0.2942 -0.3047 3.2470  0.37
H -2.2287 0.1226 2.7563  0.33
H 0.1245 1.6310 -3.8568  0.41
H -1.1182 2.1327 -2.6799  0.29
H 0.6187 2.1238 -2.1730  0.24
H -0.6692 -0.6309 -3.0604  0.42
H 0.9448 -0.2176 -2.4586  0.15

***

Stability, lowest: model 2

***

Model 1:
Density functional theory data (ωB97M-V with the def2-TZVPD basis set) for one molecule with the formula C20H26N2O2.

The LUMO energy comes out at 0.0110 hartree.

Last column: Mulliken charge in e.
CARTESIAN COORDINATES (ANGSTROEM)
C 5.2951 0.6808 -0.3915  -0.93
C 3.7545 0.3104 -0.6523  0.65
O 2.8784 1.2171 -0.7046  -0.53
O 3.3857 -1.0722 -0.7759  -0.31
C 3.2384 -1.4485 -2.1816  -0.65
C 1.7158 -1.2172 -2.7182  -0.33
C 0.7808 -2.4261 -2.1213  -0.72
C 0.1136 -1.8425 -0.7800  -0.13
C -0.8808 -2.8500 -0.0142  -0.77
C -0.8689 -2.7239 1.5903  -0.88
C -1.4931 -1.3483 2.1593  0.30
C -1.8426 -1.6325 3.7249  0.04
N -2.0402 -1.7385 4.9203  -0.53
C -0.4712 -0.0996 2.1538  0.85
C 0.8220 -0.4907 3.0213  -0.14
N 1.8337 -0.5108 3.6868  -0.64
C -1.1975 1.2754 2.6822  -0.66
C -1.5260 2.1075 1.3195  0.36
C -0.5486 3.2099 0.8022  -0.49
C -0.8984 3.9341 -0.5383  -0.47
C -2.1832 3.5601 -1.3538  -0.69
C -3.1430 2.4562 -0.7758  0.66
C -4.4500 2.1141 -1.6686  -0.99
C -2.8531 1.6786 0.5795  -0.39
H 5.5597 0.7128 0.7232  0.29
H 5.4935 1.7391 -0.8102  0.31
H 6.0125 -0.0523 -0.9221  0.28
H 3.9656 -0.8196 -2.8080  0.29
H 3.5391 -2.5690 -2.2485  0.36
H 1.6437 -1.1591 -3.8587  0.39
H 1.3826 -0.2127 -2.2378  0.15
H 1.4557 -3.3326 -1.9113  0.31
H -0.0299 -2.6850 -2.8932  0.33
H 0.9643 -1.5896 -0.0287  0.11
H -0.4430 -0.8389 -0.9490  0.31
H -1.9702 -2.8196 -0.4166  0.29
H -0.5036 -3.9259 -0.2529  0.32
H -1.5621 -3.5726 1.9830  0.41
H 0.1730 -2.9709 2.0431  0.30
H -2.4854 -1.1448 1.6139  0.19
H -0.0866 0.1194 1.0878  0.03
H -2.1529 1.0566 3.2871  0.37
H -0.4070 1.8073 3.3353  0.36
H 0.4127 3.4827 1.3551  0.33
H -0.2079 4.7399 -0.9797  0.29
H -2.4151 4.0891 -2.3575  0.23
H -4.2763 1.0448 -2.0940  0.23
H -5.4012 2.0754 -1.0261  0.29
H -4.5251 2.8101 -2.5761  0.30
H -3.5572 0.8719 0.9777  0.33

***

Model 2:
Density functional theory data (ωB97M-V with the def2-TZVPD basis set) for one molecule with the formula C20H26N2O2.

The LUMO energy comes out at 0.0294 hartree.

Last column: Mulliken charge in e.
CARTESIAN COORDINATES (ANGSTROEM)
C 8.1208 1.0995 0.5731  -1.43
C 6.9607 0.1900 0.1995  -0.26
O 5.7944 0.9847 0.1411  -0.40
C 4.6097 0.3971 -0.1791  0.78
C 4.4348 -0.9531 -0.4586  -0.35
C 3.1737 -1.4350 -0.7694  -0.96
C 2.0682 -0.5993 -0.8129  0.79
C 0.6908 -1.1436 -1.0991  -1.70
N -0.0708 -1.5576 0.0854  -0.06
C 0.5778 -2.6512 0.7835  -1.18
C -0.3834 -0.4257 0.9541  0.98
C -1.1974 -0.8332 2.1863  -1.68
C -1.2473 0.5795 0.1876  -0.19
O -1.0968 1.7818 0.2632  -0.68
N -2.2154 -0.0123 -0.5364  0.08
C -3.2373 0.7197 -1.2507  -1.08
C -4.5896 0.5190 -0.6168  0.65
C -4.7784 0.8735 0.7140  -0.17
C -6.0033 0.6781 1.3243  -0.61
C -7.0549 0.1281 0.6092  -0.42
C -6.8746 -0.2259 -0.7164  -0.54
C -5.6456 -0.0352 -1.3253  -0.52
C 2.2544 0.7550 -0.5432  -0.16
C 3.5027 1.2463 -0.2290  -0.82
H 8.2317 1.8823 -0.1721  0.33
H 7.9312 1.5643 1.5367  0.33
H 9.0405 0.5239 0.6277  0.42
H 6.8422 -0.6017 0.9532  0.36
H 7.1472 -0.2805 -0.7765  0.36
H 5.2673 -1.6393 -0.4405  0.39
H 3.0598 -2.4870 -0.9912  0.36
H 0.1037 -0.3830 -1.6193  0.39
H 0.7643 -2.0226 -1.7465  0.67
H 1.4885 -2.3450 1.3165  0.36
H 0.8421 -3.4178 0.0568  0.36
H -0.1183 -3.0898 1.4956  0.40
H 0.5257 0.0974 1.2962  0.14
H -0.5848 -1.3712 2.9047  0.46
H -1.5740 0.0649 2.6714  0.46
H -2.0430 -1.4547 1.8993  0.34
H -2.2410 -1.0206 -0.5441  0.32
H -2.9473 1.7742 -1.1967  0.36
H -3.2546 0.4057 -2.2995  0.42
H -3.9568 1.3087 1.2639  0.40
H -6.1409 0.9584 2.3583  0.39
H -8.0130 -0.0224 1.0843  0.37
H -7.6920 -0.6541 -1.2781  0.37
H -5.5086 -0.3142 -2.3607  0.32
H 1.4135 1.4318 -0.5834  0.39
H 3.6506 2.2936 -0.0181  0.45

***

Stability, lowest: model 1